Molecular formula: C18H25N6O6S
Method: DFT, ωB97M-V/def2-TZVPD

- frontier orbital gap (eV) = 7.65
- F_max (hartree/bohr) = 0.0506
- total charge = -1
- E_HOMO (eV) = -5.3

Last column: Löwdin charge in e.
Element x y z (Å)
S: -1.6244 1.2183 5.1786  0.699
O: -2.7097 0.6276 5.9797  -0.357
O: -1.6902 -0.3113 -2.7227  -0.041
O: -2.1811 0.3482 -0.6639  -0.091
O: 4.0142 -1.6633 0.0163  0.021
O: 2.6503 -4.5730 -2.4358  0.039
O: -0.7499 2.2140 5.8189  -0.342
N: 2.0979 -2.6650 -0.3906  0.114
N: -0.4624 5.4379 -1.9520  0.076
N: 0.5243 5.7920 0.2406  0.103
N: -0.5819 1.9324 1.0070  0.077
N: 0.6121 -5.3748 -2.5427  0.025
N: 0.4167 3.9124 1.6809  0.121
C: 3.1352 -1.9300 -0.7911  -0.547
C: 3.2271 -1.3708 -2.1957  0.011
C: -2.1001 1.6381 3.5179  -0.167
C: -1.1025 4.3864 -2.6044  -0.096
C: -0.2058 3.2229 0.7352  -0.291
C: -0.0995 5.0684 -0.6760  -0.327
C: -0.8267 -5.4797 -2.2919  -0.069
C: 1.4771 -4.4531 -2.1012  -0.450
C: -1.1458 3.3361 -1.7242  0.009
C: 0.0881 -2.2899 -1.8593  -0.145
C: -1.1487 0.5494 2.9331  -0.320
C: -0.4291 -1.2226 -0.8870  -0.114
C: 0.7585 5.1709 1.4019  -0.210
C: -1.5271 -0.3368 -1.4833  -0.721
C: -0.6899 -0.0269 4.3069  -0.182
C: -0.4977 3.7761 -0.4873  -0.107
C: -0.0072 1.1047 2.0735  -0.146
C: 1.0121 -3.3114 -1.1636  -0.203
H: 0.4022 -0.5864 -0.5781  0.102
H: -0.2704 6.3554 -2.3387  0.145
H: 3.0479 -2.1505 -2.9298  0.068
H: 0.6799 1.6794 2.7035  0.118
H: -1.8358 2.6645 3.2552  0.102
H: -0.8212 -1.7254 0.0019  0.114
H: 2.1654 -2.9174 0.5795  0.145
H: -1.0519 -1.0331 4.5187  0.100
H: 1.0317 -6.0665 -3.1448  0.139
H: 0.6046 -1.8186 -2.6935  0.110
H: 4.2245 -0.9632 -2.3426  0.083
H: -0.7739 -2.8140 -2.2651  0.099
H: -1.5842 2.3593 -1.9227  0.088
H: -1.1554 -6.5058 -2.4592  0.081
H: 0.3870 -3.8003 -0.4192  0.133
H: -1.4986 4.3793 -3.6164  0.109
H: -3.1578 1.4626 3.3215  0.109
H: 0.3792 0.0438 4.5108  0.104
H: -1.7085 -0.1827 2.3377  0.138
H: -1.1879 1.4788 0.3008  0.088
H: -1.3718 -4.8284 -2.9786  0.081
H: 2.4939 -0.5748 -2.3080  0.083
H: 1.2674 5.7337 2.1791  0.097
H: 0.5700 0.2836 1.6365  0.112
H: -1.0701 -5.2003 -1.2664  0.082